Record 1
Here is a structure of composition C29H40CoGeN3O4 from OMol25. Energies are from the ωB97M-V functional and the def2-TZVPD basis.

## Properties
energy relative to the best compared isomer or geometry (same formula, charge and spin)	9.16	kcal per mole
net charge	+1
E	-137522.592	eV
spin multiplicity	2

Each line ends with the Mulliken charge.
Atoms and positions in Å:
Co: 0.374 -0.030 -0.481  -0.310
O: -0.739 2.425 -3.432  -0.453
C: -0.590 1.611 -2.410  0.267
O: 0.513 1.127 -2.123  -0.590
C: -1.762 1.314 -1.569  0.619
C: -2.899 2.046 -1.552  -0.966
C: -3.755 1.818 -0.402  -0.379
C: -3.476 0.874 0.505  -1.188
C: -2.364 -0.134 0.309  2.524
N: -1.432 0.334 -0.697  -0.347
C: -1.462 -0.324 1.532  -0.016
O: -1.965 -0.413 2.747  -0.556
O: -0.248 -0.447 1.400  -0.312
H: 0.128 2.536 -3.854  0.389
H: -3.083 2.831 -2.267  0.513
H: -4.617 2.454 -0.251  0.475
H: -4.133 0.755 1.363  0.428
H: -2.929 -0.316 2.722  0.324
C: 6.840 -0.684 1.877  -1.547
C: 6.562 0.127 0.602  1.993
C: 7.123 1.536 0.782  -2.133
C: 7.267 -0.538 -0.588  -1.631
C: 5.057 0.137 0.365  0.368
C: 4.285 1.287 0.451  -0.463
C: 2.919 1.217 0.239  -0.876
N: 2.296 0.076 -0.039  -0.196
C: 3.022 -1.052 -0.126  -0.243
C: 4.388 -1.050 0.063  0.340
C: 2.229 -2.255 -0.488  -0.378
C: 2.711 -3.549 -0.385  0.134
C: 1.913 -4.622 -0.773  0.648
C: 0.643 -4.314 -1.257  -0.804
C: 0.226 -2.999 -1.309  -0.920
N: 0.995 -1.981 -0.922  -0.381
C: 2.368 -6.070 -0.636  2.086
C: 2.029 -6.852 -1.912  -1.715
C: 1.618 -6.683 0.556  -1.555
C: 3.873 -6.175 -0.386  -2.040
H: 7.915 -0.711 2.064  0.436
H: 6.491 -1.714 1.785  0.334
H: 6.355 -0.238 2.747  0.383
H: 8.203 1.477 0.913  0.424
H: 6.716 2.030 1.666  0.418
H: 6.931 2.169 -0.087  0.442
H: 8.346 -0.500 -0.436  0.471
H: 7.040 -0.027 -1.525  0.368
H: 6.993 -1.588 -0.697  0.331
H: 4.723 2.248 0.673  0.520
H: 2.294 2.099 0.298  0.509
H: 4.938 -1.975 -0.038  0.410
H: 3.704 -3.718 0.002  0.395
H: -0.036 -5.087 -1.587  0.381
H: -0.758 -2.733 -1.674  0.750
H: 0.954 -6.935 -2.075  0.352
H: 2.420 -7.866 -1.828  0.467
H: 2.474 -6.390 -2.795  0.389
H: 0.538 -6.668 0.397  0.376
H: 1.832 -6.144 1.480  0.376
H: 1.926 -7.722 0.688  0.421
H: 4.452 -5.696 -1.178  0.457
H: 4.156 -7.227 -0.355  0.434
H: 4.165 -5.738 0.571  0.377
C: -4.651 -2.096 2.717  -1.405
Ge: -4.635 -2.188 0.764  0.929
C: -4.725 -4.051 0.213  -1.336
C: -6.154 -1.210 0.044  -1.248
C: -2.943 -1.532 -0.032  -1.775
H: -5.405 -2.790 3.088  0.412
H: -4.936 -1.105 3.084  0.414
H: -3.695 -2.380 3.158  0.415
H: -5.696 -4.481 0.458  0.379
H: -3.956 -4.640 0.714  0.378
H: -4.579 -4.135 -0.865  0.375
H: -7.070 -1.783 0.197  0.402
H: -6.032 -1.046 -1.028  0.391
H: -6.277 -0.241 0.525  0.388
H: -3.156 -1.506 -1.105  0.597
H: -2.178 -2.302 0.118  0.352

***

Record 2
Here is a structure of composition C29H40CoGeN4O2Sb in a non-equilibrium geometry from OMol25. Energies are from the ωB97M-V functional and the def2-TZVPD basis.

## Properties
energy relative to the best compared isomer or geometry (same formula, charge and spin)	28.22	kcal per mole
net charge	+1
E	-141452.430	eV
spin multiplicity	4

Each line ends with the Mulliken charge.
Atoms and positions in Å:
Co: -1.063 -0.215 0.420  -3.634
O: -0.474 2.202 3.540  -0.656
C: -0.345 1.394 2.644  -0.104
N: -1.041 1.354 1.455  1.656
C: -1.915 2.343 1.071  0.142
C: -2.034 3.632 1.618  -0.928
C: -2.951 4.502 1.082  -0.638
C: -3.782 4.132 0.006  -0.579
C: -3.682 2.890 -0.568  -0.888
C: -2.743 1.979 -0.055  0.483
N: -2.501 0.716 -0.497  1.060
C: -2.988 0.140 -1.638  0.520
O: -3.767 0.603 -2.446  -0.684
C: -2.370 -1.226 -1.810  0.226
C: -2.784 -2.066 -2.826  -0.702
C: -2.209 -3.320 -2.943  -0.664
C: -1.225 -3.679 -2.031  -1.033
C: -0.845 -2.775 -1.060  -0.140
N: -1.400 -1.563 -0.932  1.584
C: 0.609 0.240 2.784  0.628
C: 1.583 0.275 3.768  -0.777
C: 2.476 -0.778 3.865  -0.840
C: 2.364 -1.826 2.962  -0.920
C: 1.356 -1.787 2.016  -0.526
N: 0.479 -0.785 1.925  1.400
H: -1.411 3.924 2.445  0.523
H: -3.031 5.498 1.497  0.429
H: -4.503 4.841 -0.378  0.431
H: -4.295 2.591 -1.402  0.555
H: -3.549 -1.699 -3.498  0.614
H: -2.517 -4.002 -3.723  0.477
H: -0.742 -4.645 -2.074  0.567
H: -0.061 -3.018 -0.357  0.273
H: 1.618 1.126 4.433  0.605
H: 3.244 -0.785 4.627  0.499
H: 3.042 -2.667 2.996  0.540
H: 1.247 -2.595 1.304  0.204
C: 5.322 2.562 0.175  -1.183
C: 5.088 1.065 -0.016  -0.650
C: 3.817 0.755 -0.809  -0.564
C: 2.542 1.260 -0.126  -0.678
Ge: 0.968 0.314 -0.903  0.716
C: 0.330 1.178 -2.590  -0.673
C: 1.387 1.267 -3.692  -0.967
C: 1.785 -0.086 -4.278  0.038
C: 2.740 0.063 -5.458  -1.449
H: 6.312 2.747 0.589  0.387
H: 4.587 2.994 0.856  0.276
H: 5.251 3.086 -0.780  0.296
H: 5.034 0.572 0.960  0.285
H: 5.933 0.630 -0.553  0.425
H: 3.760 -0.329 -0.956  0.363
H: 3.902 1.204 -1.802  0.173
H: 2.403 2.332 -0.279  0.651
H: 2.597 1.090 0.954  0.348
H: 1.550 -1.097 -1.224  -0.115
H: -0.007 2.179 -2.307  0.532
H: -0.548 0.635 -2.948  0.266
H: 2.278 1.776 -3.315  0.250
H: 0.985 1.896 -4.492  0.499
H: 0.880 -0.614 -4.596  0.274
H: 2.259 -0.691 -3.499  0.218
H: 2.278 0.647 -6.256  0.355
H: 3.016 -0.908 -5.867  0.393
H: 3.653 0.575 -5.149  0.310
C: -2.001 -3.758 2.171  -1.347
Sb: -2.590 -1.694 2.336  0.808
C: -2.018 -1.441 4.392  -1.325
C: -4.686 -2.099 2.610  -1.240
H: -2.417 -4.299 3.019  0.493
H: -0.916 -3.857 2.179  0.337
H: -2.397 -4.179 1.247  0.399
H: -2.680 -2.038 5.016  0.515
H: -2.089 -0.394 4.684  0.399
H: -0.990 -1.780 4.522  0.356
H: -4.790 -2.891 3.349  0.372
H: -5.115 -2.421 1.663  0.369
H: -5.198 -1.202 2.952  0.381

***

Record 3
Here is a structure of composition C29H40CrN5OP2SSb from OMol25. Energies are from the ωB97M-V functional and the def2-TZVPD basis.

## Properties
energy relative to the best compared isomer or geometry (same formula, charge and spin)	23.56	kcal per mole
net charge	+3
E	-104567.841	eV
spin multiplicity	4

Each line ends with the Mulliken charge.
Atoms and positions in Å:
Cr: -0.176 0.125 0.216  -0.614
O: -1.601 0.852 1.553  -0.534
C: -0.499 0.724 2.049  0.464
C: 0.213 1.035 3.258  -0.234
C: -0.297 1.090 4.551  -0.698
C: 0.579 1.424 5.573  -0.723
C: 1.906 1.734 5.284  -0.684
C: 2.394 1.726 3.976  -0.268
C: 1.543 1.351 2.954  -0.044
P: 1.808 1.483 1.151  1.595
C: 3.586 1.530 0.859  1.356
C: 4.422 0.605 1.494  -0.847
C: 5.787 0.613 1.247  -0.850
C: 6.324 1.538 0.357  -0.788
C: 5.498 2.457 -0.277  -0.707
C: 4.131 2.459 -0.027  -0.835
C: 1.146 3.095 0.693  0.591
C: 0.420 3.198 -0.492  0.216
C: -0.136 4.410 -0.878  -0.823
C: 0.039 5.525 -0.072  -0.579
C: 0.771 5.432 1.109  -0.762
C: 1.325 4.223 1.495  -0.550
H: -1.334 0.858 4.755  0.607
H: 0.231 1.452 6.596  0.460
H: 2.573 2.003 6.092  0.491
H: 3.418 2.018 3.778  0.523
H: 4.019 -0.109 2.206  0.530
H: 6.432 -0.090 1.756  0.466
H: 7.390 1.551 0.173  0.467
H: 5.921 3.188 -0.954  0.491
H: 3.501 3.197 -0.511  0.542
H: 0.305 2.348 -1.162  -0.199
H: -0.696 4.483 -1.800  0.500
H: -0.392 6.474 -0.362  0.431
H: 0.907 6.309 1.728  0.456
H: 1.889 4.163 2.418  0.472
N: -3.602 0.231 -3.644  -0.335
C: -2.344 0.547 -3.939  0.626
N: -2.056 0.827 -5.207  -0.393
S: -1.102 0.592 -2.751  -0.442
H: -4.343 0.272 -4.326  0.228
H: -3.855 0.079 -2.684  0.055
H: -2.765 0.889 -5.922  0.210
H: -1.133 1.157 -5.433  0.206
C: -3.976 -0.475 -0.033  -1.587
Sb: -2.233 -1.676 0.043  1.061
C: -2.580 -2.680 1.878  -1.316
C: -2.627 -3.223 -1.336  -1.302
H: -4.759 -1.001 -0.577  0.561
H: -3.763 0.495 -0.475  0.369
H: -4.308 -0.311 0.991  0.441
H: -3.597 -3.071 1.880  0.401
H: -2.468 -1.979 2.703  0.401
H: -1.880 -3.504 2.004  0.420
H: -3.695 -3.434 -1.294  0.513
H: -2.078 -4.117 -1.045  0.392
H: -2.354 -2.928 -2.347  0.339
C: 2.960 -1.623 -3.924  -0.827
N: 2.266 -2.776 -3.162  0.016
C: 3.302 -3.391 -2.194  -0.800
N: 3.822 -2.394 -1.327  0.228
C: 4.448 -1.312 -2.094  -0.673
N: 3.498 -0.678 -3.013  0.223
C: 2.476 0.103 -2.319  -0.703
P: 1.476 -0.989 -1.210  2.085
C: 1.036 -2.298 -2.434  -1.098
C: 2.844 -1.902 -0.357  -0.798
H: 2.207 -1.183 -4.575  0.393
H: 3.743 -2.095 -4.517  0.391
H: 1.987 -3.489 -3.839  0.370
H: 4.083 -3.808 -2.829  0.384
H: 2.792 -4.188 -1.655  0.391
H: 5.276 -1.725 -2.671  0.353
H: 4.839 -0.562 -1.407  0.069
H: 1.810 0.592 -3.031  0.607
H: 2.958 0.873 -1.719  0.117
H: 0.325 -1.900 -3.158  0.441
H: 0.588 -3.154 -1.929  0.585
H: 2.428 -2.734 0.214  0.575
H: 3.343 -1.235 0.344  -0.096

***

- What is the formula in the second record?
  C29H40CoGeN4O2Sb